Version 1
Entry from the Open Molecules 2025 dataset: C2H2OS2 in the gas phase (ωB97M-V with the def2-TZVPD basis set).

```
! wB97M-V def2-TZVPD RIJCOSX def2/J DEFGRID3
* xyz 0 1
C -0.65 -0.74 -0.42
C 0.34 -0.06 -1.11
O -1.79 -1.30 -0.63
S 0.71 0.53 -2.64
S -2.45 -2.57 -1.49
H -0.80 -0.66 0.70
H 1.06 0.52 -0.40
*
```

Calculated values
* Kohn-Sham gap (alpha / beta): 0.2367 / 0.2459 hartree
* LUMO level (alpha / beta): -2.41 / -2.11 eV
* HOMO level (alpha / beta): -8.855 / -8.800 eV

---

Version 2
Entry from the Open Molecules 2025 dataset: C2H2OS2 in the gas phase (ωB97M-V with the def2-TZVPD basis set).

```
! wB97M-V def2-TZVPD RIJCOSX def2/J DEFGRID3
* xyz 0 1
O 0.49 1.69 0.03
C 0.52 0.30 0.10
S 1.95 -0.54 -0.07
C -0.62 -0.63 0.19
S -2.11 -0.21 -0.07
H -0.35 2.14 -0.12
H -0.32 -1.74 0.26
*
```

Calculated values
* SMILES: OC(=S)C=S
* Kohn-Sham gap: 0.2743 hartree
* LUMO level: -1.84 eV
* HOMO level: -9.305 eV

---

Stability, highest: version 2

---

Version 1
Entry from the Open Molecules 2025 dataset: C19H24N4O3 in the gas phase (ωB97M-V with the def2-TZVPD basis set).

```
! wB97M-V def2-TZVPD RIJCOSX def2/J DEFGRID3
* xyz 0 1
C -0.20 1.16 -4.28
C -1.62 0.62 -4.39
C -2.25 0.24 -3.05
C -2.64 1.42 -2.16
N -1.49 2.10 -1.58
C -1.26 3.42 -1.88
O -1.96 4.08 -2.62
N -0.15 3.99 -1.27
C 0.77 3.43 -0.38
O 1.69 4.09 0.07
C 0.43 2.07 -0.12
C -0.67 1.46 -0.71
N -0.78 0.18 -0.29
C 0.24 -0.01 0.55
C 0.43 -1.28 1.22
C -0.70 -2.02 1.56
C -0.59 -3.24 2.19
C 0.66 -3.77 2.49
O 0.90 -4.94 3.13
C -0.17 -5.81 3.44
C -0.67 -6.58 2.21
C 1.80 -3.04 2.13
C 1.69 -1.82 1.50
N 1.00 1.11 0.69
C 2.12 1.36 1.56
C 3.44 1.39 0.78
H 0.41 0.52 -3.65
H -0.19 2.17 -3.86
H 0.26 1.22 -5.26
H -2.25 1.37 -4.89
H -1.61 -0.27 -5.02
H -3.17 -0.32 -3.25
H -1.57 -0.41 -2.49
H -3.26 1.06 -1.34
H -3.19 2.17 -2.73
H 0.00 4.96 -1.50
H -1.67 -1.62 1.32
H -1.50 -3.77 2.44
H 0.25 -6.51 4.17
H -0.99 -5.27 3.92
H -1.45 -7.28 2.51
H 0.15 -7.14 1.77
H -1.07 -5.90 1.46
H 2.76 -3.47 2.35
H 2.59 -1.31 1.20
H 1.97 2.34 2.02
H 2.13 0.59 2.33
H 3.44 2.24 0.11
H 4.27 1.49 1.48
H 3.58 0.48 0.20
*
```

Calculated values
* SMILES: CCCCn1c(=O)[nH]c(=O)c2c1nc(-c1ccc(OCC)cc1)n2CC
* Kohn-Sham gap: 0.3132 hartree
* LUMO level: 0.53 eV
* HOMO level: -7.989 eV

---

Version 2
Entry from the Open Molecules 2025 dataset: C19H24N4O3 in the gas phase (ωB97M-V with the def2-TZVPD basis set).

```
! wB97M-V def2-TZVPD RIJCOSX def2/J DEFGRID3
* xyz 0 1
C -3.50 -2.89 2.55
C -2.18 -2.27 2.67
C -1.11 -1.76 2.75
C 0.18 -1.06 2.73
C 0.11 0.19 1.82
N -0.42 -0.11 0.51
C -1.77 -0.02 0.29
O -2.51 0.71 0.92
C -2.26 -0.87 -0.81
N -1.47 -1.72 -1.52
C -2.24 -2.33 -2.38
N -3.53 -1.91 -2.26
C -4.67 -2.28 -2.96
C -5.84 -1.72 -2.64
C -5.92 -0.73 -1.60
C -4.81 -0.36 -0.92
C -3.57 -0.96 -1.25
C 1.48 0.87 1.77
O 2.23 0.85 2.73
N 1.75 1.53 0.62
C 3.01 2.22 0.42
C 2.75 3.42 -0.48
O 2.27 2.92 -1.73
C 4.08 1.27 -0.12
C 5.46 1.90 -0.25
C 6.52 0.86 -0.62
H -4.15 -2.27 1.92
H -3.43 -3.88 2.09
H -3.98 -3.00 3.52
H 0.48 -0.75 3.72
H 0.96 -1.73 2.36
H -0.58 0.90 2.27
H 0.02 -0.88 0.01
H -1.94 -3.07 -3.10
H -4.53 -3.03 -3.73
H -6.73 -2.01 -3.18
H -6.88 -0.29 -1.36
H -4.82 0.38 -0.13
H 1.12 1.44 -0.15
H 3.33 2.60 1.40
H 2.01 4.06 -0.01
H 3.67 3.99 -0.62
H 1.96 3.66 -2.26
H 4.13 0.43 0.58
H 3.75 0.88 -1.08
H 5.45 2.68 -1.01
H 5.74 2.37 0.70
H 7.51 1.32 -0.73
H 6.59 0.08 0.14
H 6.27 0.38 -1.57
*
```

Calculated values
* SMILES: CC#CC[C@H](NC(=O)c1ncn2ccccc12)C(=O)N[C@H](CO)CCC
* Kohn-Sham gap: 0.3132 hartree
* LUMO level: 0.37 eV
* HOMO level: -8.155 eV

---

Stability, highest: version 1

---

Version 1
Entry from the Open Molecules 2025 dataset: 2 unconnected molecules or ions with the total composition C8H13N2O (ωB97M-V with the def2-TZVPD basis set).

```
! wB97M-V def2-TZVPD RIJCOSX def2/J DEFGRID3
* xyz 1 1
C -1.75 -1.60 0.59
C -0.33 -3.20 0.58
C -0.77 -1.29 -0.33
C -1.44 0.76 -1.96
C -0.31 0.04 -2.57
C -0.68 -0.24 -1.23
C 1.83 1.83 2.05
C 0.55 1.43 1.34
N 0.18 -2.38 -0.27
N 0.99 0.63 0.14
O -1.46 -2.74 1.14
H -2.56 -0.97 0.71
H 0.17 -4.09 0.73
H -1.30 1.80 -1.63
H -2.49 0.29 -2.10
H -0.47 -0.77 -3.22
H 0.67 0.44 -3.02
H 1.46 2.50 2.80
H 2.47 1.04 2.51
H 2.42 2.36 1.42
H -0.13 2.32 0.88
H -0.05 0.68 1.79
H 1.75 -0.04 0.26
H 1.26 1.21 -0.63
*
```

Calculated values
* Kohn-Sham gap: 0.2997 hartree
* LUMO level: -5.06 eV
* HOMO level: -13.211 eV

---

Version 2
Entry from the Open Molecules 2025 dataset: a gas-phase ion, C8H13N2O (charge +1) (ωB97M-V with the def2-TZVPD basis set).

```
! wB97M-V def2-TZVPD RIJCOSX def2/J DEFGRID3
* xyz 1 1
N -1.81 1.22 1.49
C -0.90 0.55 0.65
C 0.43 0.52 0.93
C 1.28 -0.46 0.29
C 2.76 -0.10 0.16
C 2.86 1.21 -0.58
O 2.22 2.24 -0.47
C 0.66 -0.84 -1.06
C -0.69 -0.89 -1.35
C -1.58 -0.03 -0.49
N -2.84 -0.95 -0.18
H -1.34 1.78 2.25
H -2.66 0.75 1.80
H 0.82 1.16 1.74
H 1.23 -1.37 0.83
H 3.29 -0.81 -0.41
H 3.42 0.09 1.06
H 3.73 1.21 -1.34
H 1.39 -1.16 -1.85
H -1.06 -1.37 -2.26
H -2.00 0.82 -1.01
H -3.65 -0.43 0.15
H -2.46 -1.54 0.58
H -3.12 -1.58 -0.91
*
```

Calculated values
* SMILES: NC1=C[C@H](CC=O)C=C[C@H]1[NH3+]
* Kohn-Sham gap: 0.2967 hartree
* LUMO level: -3.69 eV
* HOMO level: -11.766 eV

---

Stability, highest: version 2

---

Version 1
Entry from the Open Molecules 2025 dataset: 2 unconnected molecules or ions with the total composition C6H17N3 (ωB97M-V with the def2-TZVPD basis set).

```
! wB97M-V def2-TZVPD RIJCOSX def2/J DEFGRID3
* xyz 2 1
C 1.22 0.44 0.23
C -1.57 1.52 -1.02
C -0.82 -2.16 -0.13
C 3.55 -0.23 -0.13
C -1.74 -0.02 -0.92
C -1.07 -0.67 0.22
N 2.12 -0.32 -0.21
N 1.35 1.58 0.82
N -1.63 -0.18 1.50
H -0.60 1.77 -1.32
H -2.25 1.81 -1.86
H -1.83 2.12 -0.10
H -0.69 -2.23 -1.21
H -1.77 -2.64 0.07
H -0.04 -2.70 0.41
H 4.05 -0.80 0.60
H 3.86 -0.68 -1.08
H 4.01 0.71 -0.04
H -2.79 -0.11 -1.05
H -1.27 -0.46 -1.73
H 1.93 -1.25 -0.49
H 0.67 2.38 0.86
H 2.40 1.96 0.82
H -1.75 -0.97 2.09
H -2.32 0.52 1.19
H -1.02 0.44 2.12
*
```

Calculated values
* Kohn-Sham gap (alpha / beta): 0.3134 / 0.3133 hartree
* LUMO level (alpha / beta): -9.25 / -9.26 eV
* HOMO level (alpha / beta): -17.783 / -17.781 eV

---

Version 2
Entry from the Open Molecules 2025 dataset: 2 unconnected molecules or ions with the total composition C6H17N3 (ωB97M-V with the def2-TZVPD basis set).

```
! wB97M-V def2-TZVPD RIJCOSX def2/J DEFGRID3
* xyz 2 1
C -1.09 -0.29 -2.85
C 0.64 -1.02 -0.14
C 1.22 1.52 -0.26
C -0.89 0.73 2.19
C 1.20 -0.53 2.63
C 0.75 0.23 0.27
N -0.37 -1.33 -3.05
N -2.29 -0.24 -2.32
N 0.49 0.46 1.81
H 0.36 -1.81 0.47
H 0.81 -1.32 -1.12
H -0.74 0.57 -3.28
H 0.58 2.37 0.10
H 1.40 1.67 -1.34
H 2.26 1.88 0.08
H -1.56 0.06 1.57
H -0.95 0.51 3.30
H -1.19 1.75 1.93
H 2.11 -0.54 2.13
H 1.45 -0.21 3.70
H 0.66 -1.51 2.65
H 0.42 -1.54 -3.63
H -0.69 -2.30 -2.78
H -2.86 0.58 -2.08
H -2.88 -1.02 -1.98
H 1.18 1.34 1.97
*
```

Calculated values
* Kohn-Sham gap: 0.4052 hartree
* LUMO level: -6.79 eV
* HOMO level: -17.821 eV

---

Stability, highest: version 2